*A*
# C6H13NS

A 2-piece molecular cluster, C6H13NS overall (ωB97M-V/def2-TZVPD, the OMol25 dataset).

```
21
Properties=species:S:1:pos:R:3
C -0.54681 -2.07187 -1.14006
C -0.93644 -0.65585 -1.50707
C -0.55349 -0.89806 -0.14800
C -1.57797 -0.92137 0.99246
C 2.14046 1.97527 0.68857
C 0.76859 -0.40934 0.38292
N 0.84699 1.58302 0.57332
S -0.00143 2.36243 -0.67531
H -1.37043 -2.66523 -0.96496
H 0.43339 -2.31599 -1.47722
H -0.51522 -0.07828 -2.34104
H -2.00866 -0.51219 -1.64608
H -2.61255 -0.64728 0.63295
H -1.29192 -0.20815 1.87816
H -1.77155 -1.97703 1.35872
H 2.85678 1.60983 -0.07879
H 2.18353 3.01696 0.58636
H 2.43228 1.53904 1.61869
H 0.97714 -0.64770 1.48847
H 1.60717 -0.62732 -0.19667
H -1.05984 2.54911 -0.02544
```

Computed properties:
Net charge = 0

---

*B*
# C6H13NS

A single C6H13NS molecule (ωB97M-V/def2-TZVPD, the OMol25 dataset).

```
21
Properties=species:S:1:pos:R:3
C -1.41832 0.97128 0.33822
C -0.14207 0.67396 -0.52315
C 0.61225 2.05039 -0.66306
C 0.63940 -0.49310 0.09140
C -0.18369 -1.75891 0.33519
C 1.66837 -0.19619 1.07337
H -1.96284 1.83554 -0.00358
H -2.11979 0.04818 0.37587
H -1.08585 1.16997 1.37848
H -0.46052 0.38906 -1.51105
H 0.87370 2.49721 0.31485
H 1.47947 2.01030 -1.32378
H -0.08330 2.78400 -1.08642
H -0.89346 -1.56828 1.18124
H 0.40464 -2.63617 0.50384
H -1.71404 -2.71051 -0.62857
H -0.48489 -2.30764 -1.65988
H 1.83547 -0.95107 1.84813
H 1.78213 0.83145 1.37080
N -1.04917 -1.98029 -0.85128
S 2.30249 -0.65920 -0.56062
```

Computed properties:
SMILES string = CC(C)[C@]1(CN)CS1
Net charge = 0

---

The least stable of the structures above is *A*, whereas *B* is the most stable.